A molecular structure, C27H57B3BrO14P. Source: OMol25; level of theory: the ωB97M-V functional and the def2-TZVPD basis.

The geometry in ORCA input format:
```
! wB97M-V def2-TZVPD RIJCOSX def2/J DEFGRID3
* xyz 0 1
O 0.119 -0.760 0.387
P 1.448 -0.567 1.018
B 1.480 -0.802 2.937
O 2.057 -1.903 3.501
B 3.162 -1.376 4.205
O 4.410 -1.671 3.813
O 2.851 -0.483 5.207
B 1.990 0.452 4.707
Br 2.268 2.290 5.232
O 0.984 0.145 3.827
H 1.961 0.725 0.782
H 2.444 -1.411 0.505
H 4.425 -1.762 2.837
C 5.878 1.294 -1.582
C 4.697 0.412 -1.266
O 4.624 -0.188 -0.214
C 3.624 0.313 -2.315
H 6.578 1.280 -0.750
H 6.379 0.935 -2.481
H 5.542 2.318 -1.751
H 4.037 -0.083 -3.239
H 3.203 1.299 -2.513
H 2.832 -0.349 -1.968
C -4.833 -1.550 -0.155
C -3.955 -2.270 -1.148
O -4.429 -2.880 -2.081
C -2.468 -2.192 -0.920
H -5.878 -1.687 -0.424
H -4.666 -1.950 0.847
H -4.593 -0.484 -0.152
H -2.215 -2.614 0.052
H -2.136 -1.155 -0.943
H -1.948 -2.747 -1.697
C -3.514 -1.229 5.735
C -2.576 -1.937 4.787
O -2.983 -2.539 3.823
C -1.100 -1.855 5.100
H -4.539 -1.364 5.398
H -3.411 -1.639 6.741
H -3.284 -0.163 5.764
H -0.901 -2.299 6.077
H -0.781 -0.816 5.099
H -0.544 -2.402 4.343
C 2.986 -4.770 4.142
C 3.074 -6.239 3.802
O 4.024 -6.696 3.215
C 1.914 -7.107 4.229
H 3.876 -4.260 3.784
H 2.109 -4.334 3.668
H 2.912 -4.644 5.225
H 0.992 -6.756 3.763
H 1.797 -7.068 5.314
H 2.098 -8.134 3.926
C -2.022 1.761 0.219
C -2.125 3.198 -0.229
O -1.218 3.980 -0.051
C -3.403 3.611 -0.916
H -1.060 1.590 0.692
H -2.813 1.537 0.937
H -2.111 1.096 -0.640
H -4.251 3.454 -0.245
H -3.550 3.018 -1.818
H -3.353 4.657 -1.191
C -7.436 -3.765 -3.067
C -8.444 -3.278 -2.055
O -8.123 -2.961 -0.934
C -9.884 -3.200 -2.508
H -6.444 -3.773 -2.622
H -7.696 -4.775 -3.392
H -7.431 -3.101 -3.933
H -10.234 -4.188 -2.811
H -9.973 -2.520 -3.356
H -10.504 -2.836 -1.692
C 2.894 1.592 -7.155
C 3.675 0.412 -6.632
O 3.868 0.258 -5.448
C 4.201 -0.567 -7.652
H 2.574 2.214 -6.323
H 3.517 2.184 -7.827
H 2.016 1.246 -7.703
H 4.875 -0.059 -8.343
H 3.374 -0.997 -8.219
H 4.740 -1.364 -7.147
C -1.356 3.839 -4.327
C -2.498 4.813 -4.497
O -3.271 5.042 -3.598
C -2.625 5.489 -5.842
H -1.371 3.429 -3.321
H -1.447 3.026 -5.049
H -0.404 4.349 -4.487
H -2.766 4.741 -6.625
H -1.722 6.061 -6.060
H -3.480 6.160 -5.832
C 6.220 4.143 4.994
C 5.109 5.149 4.805
O 4.304 5.373 5.676
C 5.049 5.858 3.473
H 6.148 3.707 5.987
H 6.138 3.351 4.249
H 7.190 4.632 4.885
H 4.922 5.132 2.668
H 5.972 6.415 3.303
H 4.209 6.547 3.466
*
```

E ... -138957.07191 eV
Molecular weight ... 749.053 g mol⁻¹